Entry 1:
Density functional theory data (ωB97M-V with the def2-TZVPD basis set) for C43H40ClF3N2O3PdSb as an isolated structure.

The geometry in ORCA input format:
```
! wB97M-V def2-TZVPD RIJCOSX def2/J DEFGRID3
* xyz 3 5
Pd 10.49 14.76 9.18
C 21.91 14.67 9.56
C 20.94 15.70 8.93
N 19.81 15.05 8.16
C 20.36 14.30 7.02
C 21.76 13.55 7.39
N 21.83 13.42 8.84
C 20.46 12.83 9.22
C 19.36 13.89 9.06
H 21.79 14.46 10.60
H 22.99 14.96 9.50
H 21.36 16.46 8.28
H 20.44 16.26 9.69
H 20.57 15.03 6.19
H 19.75 13.54 6.68
H 22.64 14.04 7.11
H 21.81 12.52 7.04
H 22.50 12.72 9.12
H 20.65 12.48 10.16
H 20.39 11.86 8.71
H 19.02 14.35 10.00
H 18.49 13.34 8.68
C 8.24 18.14 7.30
C 8.56 19.05 8.48
C 7.53 19.27 9.39
C 7.60 20.23 10.43
Cl 6.27 20.68 11.42
C 8.76 21.03 10.56
C 9.87 20.64 9.88
C 9.77 19.66 8.84
O 10.92 19.53 8.17
C 11.23 18.35 7.43
C 11.00 17.09 8.16
O 10.49 17.07 9.31
O 11.19 16.01 7.49
H 7.21 18.30 7.05
H 8.35 17.12 7.58
H 8.83 18.44 6.44
H 6.56 18.88 9.21
H 8.76 21.82 11.29
H 10.79 21.22 9.99
H 12.25 18.46 7.22
H 10.76 18.32 6.45
F 9.70 7.13 6.38
C 10.07 8.28 6.90
C 9.13 9.17 7.40
C 9.53 10.33 8.11
C 10.85 10.58 8.24
C 11.84 9.72 7.59
C 11.41 8.58 6.97
Sb 11.47 12.34 9.27
C 11.12 12.28 11.41
C 10.46 11.25 11.99
C 10.19 11.25 13.32
C 10.65 12.30 14.14
F 10.26 12.37 15.45
C 11.25 13.40 13.61
C 11.54 13.37 12.24
C 13.57 12.26 8.91
C 14.39 11.49 9.75
C 15.70 11.29 9.36
C 16.18 11.70 8.11
F 17.41 11.28 7.72
C 15.37 12.41 7.26
C 14.06 12.63 7.64
H 8.08 8.90 7.32
H 8.77 10.99 8.55
H 12.92 9.96 7.65
H 12.17 7.86 6.59
H 10.00 10.53 11.37
H 9.67 10.41 13.70
H 11.37 14.24 14.28
H 12.08 14.15 11.79
H 13.97 11.05 10.66
H 16.37 10.85 10.04
H 15.65 12.47 6.20
H 13.41 13.19 6.96
C 6.53 14.85 5.07
C 7.99 14.90 5.23
C 8.54 14.80 6.48
C 7.74 14.47 7.60
C 8.54 14.16 8.83
C 7.65 13.83 9.88
C 6.25 13.86 9.71
C 5.69 13.91 8.54
C 6.40 14.42 7.44
C 5.82 14.57 6.14
H 6.13 15.00 4.03
H 8.63 14.94 4.38
H 9.71 14.82 6.40
H 8.12 13.84 10.89
H 5.72 13.76 10.66
H 4.64 13.57 8.53
H 4.73 14.35 6.12
*
```

Its gap between HOMO and LUMO (spin up / spin down) is 7.6 / 5.0 eV. The LUMO energy (spin up / spin down) is -6.55 / -9.97 eV. As for the relative energy (zero: lowest compared OMol25 entry of this formula, charge and spin): 50.1 kJ/mol. Its molar mass is 953.4 g mol⁻¹. As for the HOMO energy (spin up / spin down): -14.1 / -15.0 eV.

Per-atom Mulliken charges, elementary charge units: atom 1 (Pd): -0.7090, atom 2 (C): -0.4691, atom 3 (C): -0.6375, atom 4 (N): -0.2346, atom 5 (C): -0.5066, atom 6 (C): -0.6654, atom 7 (N): -0.1179, atom 8 (C): -0.9035, atom 9 (C): 0.0620, atom 10 (H): 0.3678, atom 11 (H): 0.3867, atom 12 (H): 0.3495, atom 13 (H): 0.3704, atom 14 (H): 0.3901, atom 15 (H): 0.2693, atom 16 (H): 0.3816, atom 17 (H): 0.4329, atom 18 (H): 0.3349, atom 19 (H): 0.5820, atom 20 (H): 0.3621, atom 21 (H): 0.3029, atom 22 (H): -0.0947, atom 23 (C): -2.0166, atom 24 (C): 1.4638, atom 25 (C): -0.7775, atom 26 (C): 0.0462, atom 27 (Cl): -0.0720, atom 28 (C): -0.4754, atom 29 (C): -0.9105, atom 30 (C): 0.9086, atom 31 (O): -0.4195, atom 32 (C): -0.8886, atom 33 (C): 1.4701, atom 34 (O): -0.8377, atom 35 (O): -0.6880, atom 36 (H): 0.6571, atom 37 (H): 0.3383, atom 38 (H): 0.3703, atom 39 (H): 0.5139, atom 40 (H): 0.4809, atom 41 (H): 0.4617, atom 42 (H): 0.5001, atom 43 (H): 0.3139, atom 44 (F): -0.2808, atom 45 (C): 0.0969, atom 46 (C): -0.6567, atom 47 (C): -0.3645, atom 48 (C): 0.2308, atom 49 (C): -0.4321, atom 50 (C): -0.3587, atom 51 (Sb): 1.4689, atom 52 (C): 0.3869, atom 53 (C): -0.5063, atom 54 (C): -0.6747, atom 55 (C): 0.2395, atom 56 (F): -0.2891, atom 57 (C): -0.6412, atom 58 (C): -0.7284, atom 59 (C): -0.0683, atom 60 (C): -0.3221, atom 61 (C): -0.6884, atom 62 (C): 0.4845, atom 63 (F): -0.3740, atom 64 (C): -0.4850, atom 65 (C): -0.4878, atom 66 (H): 0.4323, atom 67 (H): 0.4315, atom 68 (H): 0.1861, atom 69 (H): 0.4216, atom 70 (H): 0.5181, atom 71 (H): 0.4802, atom 72 (H): 0.4804, atom 73 (H): 0.5612, atom 74 (H): 0.4522, atom 75 (H): 0.4613, atom 76 (H): 0.4253, atom 77 (H): 0.3625, atom 78 (C): -0.7674, atom 79 (C): -0.6550, atom 80 (C): -0.0602, atom 81 (C): 1.3490, atom 82 (C): -0.2378, atom 83 (C): 0.1773, atom 84 (C): -0.8048, atom 85 (C): -0.7541, atom 86 (C): 1.2301, atom 87 (C): -0.6996, atom 88 (H): 0.4468, atom 89 (H): 0.5214, atom 90 (H): -0.0244, atom 91 (H): 0.4803, atom 92 (H): 0.4580, atom 93 (H): 0.4474, atom 94 (H): 0.4381

Entry 2:
Density functional theory data (ωB97M-V with the def2-TZVPD basis set) for C43H40ClN7O5S2SeTa as an isolated structure.

The geometry in ORCA input format:
```
! wB97M-V def2-TZVPD RIJCOSX def2/J DEFGRID3
* xyz 1 1
Ta 0.42 0.69 0.88
Cl 2.55 7.43 3.28
C 2.32 5.79 2.76
C 2.99 4.76 3.43
C 2.83 3.45 3.05
C 1.95 3.15 2.01
O 1.75 1.90 1.60
C 1.29 4.18 1.33
C 0.56 3.87 0.14
N 0.15 2.71 -0.26
C -0.41 2.67 -1.57
C -1.06 3.69 -2.21
C -1.47 3.53 -3.55
C -1.23 2.37 -4.23
C -0.61 1.28 -3.56
C -0.37 0.03 -4.17
C 0.15 -0.98 -3.42
C 0.44 -0.76 -2.06
N 0.27 0.40 -1.47
C -0.24 1.43 -2.22
C 1.49 5.52 1.71
H 3.66 5.01 4.25
H 3.34 2.65 3.56
H 0.39 4.72 -0.52
H -1.27 4.62 -1.70
H -1.97 4.35 -4.04
H -1.52 2.27 -5.26
H -0.63 -0.12 -5.21
H 0.32 -1.97 -3.83
H 0.81 -1.56 -1.44
H 1.00 6.32 1.17
C 6.11 -4.78 -3.71
C 7.45 -5.12 -3.11
O 8.26 -5.83 -3.64
S 7.86 -4.48 -1.48
C 6.45 -3.50 -1.04
C 6.43 -2.14 -1.31
C 5.34 -1.37 -0.95
C 4.25 -1.95 -0.31
C 4.28 -3.32 -0.02
C 5.38 -4.08 -0.38
C 3.11 -1.16 0.05
C 2.14 -0.49 0.35
H 6.09 -5.17 -4.73
H 5.95 -3.70 -3.71
H 5.31 -5.23 -3.12
H 7.28 -1.68 -1.81
H 5.32 -0.31 -1.17
H 3.44 -3.77 0.50
H 5.40 -5.14 -0.14
C -1.33 -3.01 1.48
C -1.73 -1.59 1.26
O -2.80 -1.12 1.55
O -0.77 -0.84 0.69
H -2.19 -3.60 1.77
H -0.59 -3.03 2.28
H -0.87 -3.42 0.58
C -3.45 2.44 3.28
N -3.57 2.05 1.87
C -4.77 1.92 1.26
C -4.88 1.44 0.00
C -3.67 1.04 -0.63
N -2.49 1.26 -0.06
C -2.43 1.70 1.19
O -1.33 1.81 1.80
N -3.68 0.44 -1.83
H -4.45 2.63 3.67
H -2.85 3.35 3.36
H -2.97 1.64 3.84
H -5.64 2.21 1.85
H -5.84 1.33 -0.47
H -4.56 0.15 -2.22
H -2.88 -0.14 -2.07
C -5.24 -2.53 -0.58
N -5.02 -3.09 -1.90
C -6.13 -3.44 -2.77
C -5.41 -4.16 -3.92
N -4.06 -3.61 -3.79
C -3.84 -3.17 -2.53
S -2.33 -2.80 -1.90
H -5.75 -3.25 0.05
H -5.86 -1.63 -0.65
H -4.29 -2.26 -0.14
H -6.65 -2.54 -3.12
H -6.84 -4.08 -2.26
H -5.85 -3.94 -4.89
H -5.41 -5.24 -3.77
H -3.28 -4.00 -4.29
Se 0.50 -0.37 3.21
C 1.30 0.90 4.40
C 0.68 2.12 4.67
C 1.24 3.00 5.58
C 2.42 2.67 6.24
C 3.04 1.46 5.97
C 2.48 0.58 5.05
H -0.24 2.37 4.15
H 0.75 3.95 5.79
H 2.85 3.36 6.96
H 3.96 1.19 6.48
H 2.97 -0.37 4.84
*
```

Its gap between HOMO and LUMO is 6.6 eV. The LUMO energy is -3.25 eV. As for the relative energy (zero: lowest compared OMol25 entry of this formula, charge and spin): 32.5 kJ/mol. Its molar mass is 1094.3 g mol⁻¹. As for the HOMO energy: -9.8 eV.

These are the Mulliken partial charges, in e, on atoms 1 to 99: atom 1 (Ta): 0.4494, atom 2 (Cl): -0.2143, atom 3 (C): 0.0787, atom 4 (C): -0.9014, atom 5 (C): -0.6455, atom 6 (C): -0.0527, atom 7 (O): -0.0444, atom 8 (C): -0.1229, atom 9 (C): 0.0741, atom 10 (N): 0.5580, atom 11 (C): 0.0235, atom 12 (C): -0.4463, atom 13 (C): -1.2326, atom 14 (C): -0.8447, atom 15 (C): 1.1365, atom 16 (C): -0.6742, atom 17 (C): -1.2539, atom 18 (C): -0.1674, atom 19 (N): 0.2623, atom 20 (C): -0.2031, atom 21 (C): -1.1898, atom 22 (H): 0.4624, atom 23 (H): 0.9875, atom 24 (H): 0.5578, atom 25 (H): 0.6034, atom 26 (H): 0.4237, atom 27 (H): 0.4611, atom 28 (H): 0.4840, atom 29 (H): 0.4831, atom 30 (H): 0.7551, atom 31 (H): 0.5004, atom 32 (C): -0.9844, atom 33 (C): 0.6854, atom 34 (O): -0.5197, atom 35 (S): -0.1279, atom 36 (C): -0.4214, atom 37 (C): -0.3821, atom 38 (C): -0.5269, atom 39 (C): 0.2492, atom 40 (C): -0.4820, atom 41 (C): -0.4366, atom 42 (C): 0.2487, atom 43 (C): -0.3500, atom 44 (H): 0.3172, atom 45 (H): 0.3174, atom 46 (H): 0.2925, atom 47 (H): 0.4503, atom 48 (H): 0.5017, atom 49 (H): 0.5384, atom 50 (H): 0.4859, atom 51 (C): -1.2397, atom 52 (C): 0.2387, atom 53 (O): -0.5648, atom 54 (O): 1.1833, atom 55 (H): 0.3335, atom 56 (H): 0.2923, atom 57 (H): 0.2450, atom 58 (C): -0.8028, atom 59 (N): 0.1411, atom 60 (C): -0.3075, atom 61 (C): -1.1722, atom 62 (C): 0.5906, atom 63 (N): 0.8566, atom 64 (C): -0.4926, atom 65 (O): 0.0003, atom 66 (N): -0.0187, atom 67 (H): 0.4070, atom 68 (H): 0.2441, atom 69 (H): 0.2673, atom 70 (H): 0.4346, atom 71 (H): 0.5232, atom 72 (H): 0.3127, atom 73 (H): -0.2881, atom 74 (C): -0.6244, atom 75 (N): 0.2201, atom 76 (C): -0.5895, atom 77 (C): -0.5663, atom 78 (N): -0.1808, atom 79 (C): -0.0245, atom 80 (S): -0.3136, atom 81 (H): 0.3457, atom 82 (H): 0.3212, atom 83 (H): -0.0878, atom 84 (H): 0.2936, atom 85 (H): 0.3644, atom 86 (H): 0.3194, atom 87 (H): 0.3089, atom 88 (H): 0.2726, atom 89 (Se): -0.2857, atom 90 (C): 0.4586, atom 91 (C): -0.2492, atom 92 (C): -0.6313, atom 93 (C): -0.4817, atom 94 (C): -0.6925, atom 95 (C): -0.6635, atom 96 (H): 0.4480, atom 97 (H): 0.4276, atom 98 (H): 0.4459, atom 99 (H): 0.3917

Entry 3:
Density functional theory data (ωB97M-V with the def2-TZVPD basis set) for C43H41GeN5O4PTa as an isolated structure.

The geometry in ORCA input format:
```
! wB97M-V def2-TZVPD RIJCOSX def2/J DEFGRID3
* xyz 2 1
Ta -0.56 0.35 -0.66
O -4.52 1.20 -2.36
C -3.47 0.73 -1.74
O -2.31 1.01 -2.03
C -3.71 -0.21 -0.63
C -4.90 -0.82 -0.28
C -4.86 -1.78 0.73
C -3.65 -2.11 1.33
C -2.52 -1.40 0.95
N -2.56 -0.48 0.00
C -1.11 -1.67 1.43
O -0.83 -2.67 2.04
O -0.27 -0.75 1.01
H -4.26 1.81 -3.07
H -5.82 -0.57 -0.79
H -5.77 -2.29 1.02
H -3.56 -2.88 2.09
C 3.79 1.10 0.08
C 4.33 1.07 -1.20
C 3.54 0.70 -2.27
C 2.21 0.37 -2.05
N 1.68 0.46 -0.82
C 2.45 0.80 0.22
C 1.27 -0.15 -3.07
C 1.70 -0.48 -4.36
C 0.83 -1.12 -5.23
C -0.45 -1.44 -4.81
C -0.88 -1.05 -3.55
C -0.04 -0.40 -2.65
H 4.38 1.38 0.94
H 5.37 1.34 -1.36
H 3.95 0.66 -3.27
H 1.96 0.84 1.19
H 2.70 -0.24 -4.70
H 1.16 -1.38 -6.23
H -1.13 -1.95 -5.48
H -1.91 -1.27 -3.27
C 3.40 -5.62 -0.68
N 2.81 -5.21 -2.04
C 1.48 -5.97 -2.21
N 0.60 -5.70 -1.13
C 1.23 -6.08 0.14
N 2.48 -5.36 0.37
C 2.26 -3.93 0.60
P 1.46 -3.06 -0.83
C 2.61 -3.72 -2.14
C 0.12 -4.32 -1.11
H 4.32 -5.05 -0.56
H 3.62 -6.68 -0.76
H 3.45 -5.51 -2.78
H 1.74 -7.02 -2.25
H 1.05 -5.65 -3.16
H 1.44 -7.15 0.12
H 0.54 -5.87 0.96
H 3.22 -3.46 0.83
H 1.63 -3.80 1.48
H 3.59 -3.26 -2.05
H 2.22 -3.50 -3.13
H -0.37 -4.10 -2.06
H -0.62 -4.22 -0.32
C -0.60 2.19 -0.33
Ge -0.67 3.15 1.38
C -2.40 4.05 1.28
C -3.55 3.32 1.00
C -4.79 3.94 0.89
C -4.88 5.31 1.05
C -3.74 6.06 1.31
C -2.51 5.43 1.42
C -0.62 1.84 2.83
C -1.78 1.22 3.31
C -1.71 0.28 4.33
C -0.49 -0.04 4.90
C 0.66 0.59 4.46
C 0.59 1.52 3.44
C 0.86 4.34 1.53
C 1.82 4.39 0.52
C 2.93 5.21 0.65
C 3.09 6.00 1.79
C 2.13 5.95 2.79
C 1.03 5.12 2.66
H -0.63 2.87 -1.19
H -3.49 2.24 0.87
H -5.68 3.35 0.69
H -5.84 5.81 0.97
H -3.81 7.13 1.43
H -1.63 6.03 1.62
H -2.75 1.48 2.90
H -2.62 -0.18 4.70
H -0.44 -0.77 5.71
H 1.61 0.36 4.93
H 1.50 2.05 3.14
H 1.71 3.79 -0.37
H 3.67 5.25 -0.14
H 3.95 6.65 1.89
H 2.25 6.56 3.68
H 0.30 5.09 3.47
*
```

Its gap between HOMO and LUMO is 6.9 eV. The LUMO energy is -5.92 eV. As for the relative energy (zero: lowest compared OMol25 entry of this formula, charge and spin): 0.0 kJ/mol. Its molar mass is 976.4 g mol⁻¹. As for the HOMO energy: -12.8 eV.

Per-atom Mulliken charges, elementary charge units: atom 1 (Ta): 0.8956, atom 2 (O): -0.4532, atom 3 (C): 0.2758, atom 4 (O): -0.6652, atom 5 (C): 0.3567, atom 6 (C): -0.7406, atom 7 (C): -0.8005, atom 8 (C): -0.8903, atom 9 (C): 0.6746, atom 10 (N): 0.2188, atom 11 (C): -0.0370, atom 12 (O): -0.6751, atom 13 (O): -0.5054, atom 14 (H): 0.4327, atom 15 (H): 0.6812, atom 16 (H): 0.4991, atom 17 (H): 0.6497, atom 18 (C): -0.8422, atom 19 (C): -1.0290, atom 20 (C): -0.4912, atom 21 (C): 0.3722, atom 22 (N): 0.9508, atom 23 (C): -0.5610, atom 24 (C): 1.1610, atom 25 (C): -0.6637, atom 26 (C): -0.7640, atom 27 (C): -1.0494, atom 28 (C): 0.0284, atom 29 (C): -0.3537, atom 30 (H): 0.6144, atom 31 (H): 0.5075, atom 32 (H): 0.5255, atom 33 (H): 0.3257, atom 34 (H): 0.4196, atom 35 (H): 0.4597, atom 36 (H): 0.4862, atom 37 (H): 0.3808, atom 38 (C): -0.7688, atom 39 (N): 0.0656, atom 40 (C): -0.7623, atom 41 (N): 0.1753, atom 42 (C): -0.9057, atom 43 (N): 0.1843, atom 44 (C): -1.4721, atom 45 (P): 1.6845, atom 46 (C): -1.3488, atom 47 (C): -1.4025, atom 48 (H): 0.3873, atom 49 (H): 0.3715, atom 50 (H): 0.3418, atom 51 (H): 0.3701, atom 52 (H): 0.3876, atom 53 (H): 0.2906, atom 54 (H): 0.4148, atom 55 (H): 0.4921, atom 56 (H): 0.4462, atom 57 (H): 0.4480, atom 58 (H): 0.5057, atom 59 (H): 0.4762, atom 60 (H): 0.5349, atom 61 (C): -0.3103, atom 62 (Ge): 2.3876, atom 63 (C): -0.2455, atom 64 (C): 0.3891, atom 65 (C): -1.0072, atom 66 (C): -0.5422, atom 67 (C): -0.7440, atom 68 (C): -0.6621, atom 69 (C): -0.0700, atom 70 (C): -0.2914, atom 71 (C): -0.6908, atom 72 (C): -0.6052, atom 73 (C): -0.7622, atom 74 (C): -0.0769, atom 75 (C): -0.1291, atom 76 (C): -0.3160, atom 77 (C): -0.7184, atom 78 (C): -0.5246, atom 79 (C): -0.7367, atom 80 (C): -0.3130, atom 81 (H): 0.4981, atom 82 (H): 0.1274, atom 83 (H): 0.4510, atom 84 (H): 0.4028, atom 85 (H): 0.4365, atom 86 (H): 0.4047, atom 87 (H): 0.3874, atom 88 (H): 0.5008, atom 89 (H): 0.4361, atom 90 (H): 0.4367, atom 91 (H): 0.4447, atom 92 (H): 0.3831, atom 93 (H): 0.4422, atom 94 (H): 0.4039, atom 95 (H): 0.4258, atom 96 (H): 0.4772